Computed, not measured: a structure of composition C30H43KN8O3S3 in a non-equilibrium geometry, with the ωB97M-V functional and the def2-TZVPD basis.

Summary:
HOMO-LUMO gap in eV: 7.5
Total charge: 0
F_max in eV Å⁻¹: 1.2

The geometry in XYZ format:
```
88
C30H43KN8O3S3, DFT the ωB97M-V functional and the def2-TZVPD basis
K 0.26082 0.16876 0.06185
C -2.59985 1.30100 2.17676
C -2.74487 -0.22586 2.07816
N -2.47359 -0.79327 0.77014
C -3.51917 -0.75511 -0.22592
C -3.89452 0.62616 -0.75155
S -2.56879 1.65626 -1.45506
C -2.56868 3.09143 -0.34009
C -1.55012 3.09003 0.80868
N -1.44996 1.81586 1.46963
H -3.49025 1.78055 1.76876
H -2.59360 1.55752 3.24678
H -2.04476 -0.68570 2.77658
H -3.76131 -0.47334 2.43272
H -2.11736 -1.73382 0.87172
H -3.18587 -1.37317 -1.06233
H -4.46688 -1.19171 0.14270
H -4.63390 0.47853 -1.54125
H -4.39200 1.20977 0.02131
H -2.38081 3.96410 -0.96754
H -3.58620 3.20740 0.03711
H -0.55947 3.33048 0.41773
H -1.84091 3.91411 1.48396
H -0.58656 1.72344 1.99035
S -0.59874 -1.86611 -2.44863
C 0.00821 -1.40070 -3.90658
N -0.38859 -1.92410 -5.08176
C 0.41787 -1.71911 -6.27056
C 1.87268 -1.67453 -5.85440
N 2.03140 -0.57851 -4.91861
C 3.26385 0.20379 -5.01243
C 4.44504 -0.57251 -4.48596
C 4.60239 -0.71935 -3.10778
C 5.66578 -1.45443 -2.61155
C 6.57370 -2.04956 -3.47728
C 6.42633 -1.89514 -4.84583
C 5.36477 -1.15514 -5.34726
C 1.08069 -0.34743 -3.98955
S 1.00778 1.01689 -3.06679
C -1.50426 -2.85538 -5.19126
C -1.04655 -4.26350 -5.48121
C -0.16273 -4.90497 -4.61730
C 0.27431 -6.18999 -4.89501
C -0.16857 -6.84788 -6.03436
C -1.04858 -6.21554 -6.89668
C -1.48174 -4.92613 -6.62230
H 0.13854 -0.78984 -6.77877
H 0.24253 -2.55699 -6.94555
H 2.50535 -1.47841 -6.71937
H 2.17833 -2.63085 -5.41566
H 3.11724 1.12178 -4.44886
H 3.40694 0.45745 -6.06487
H 3.91815 -0.22511 -2.42790
H 5.80524 -1.54573 -1.54176
H 7.40429 -2.61901 -3.08209
H 7.13884 -2.34412 -5.52521
H 5.25520 -1.02736 -6.41840
H -2.15305 -2.50364 -5.99805
H -2.05381 -2.80412 -4.25296
H 0.17095 -4.39289 -3.72340
H 0.95793 -6.68321 -4.21699
H 0.17297 -7.85201 -6.24688
H -1.39723 -6.72187 -7.78696
H -2.16739 -4.43151 -7.30027
N 2.51884 -1.29465 0.04481
N 3.43609 -0.23363 0.37004
C 3.08589 0.63648 1.48258
O 4.05199 1.02601 2.14286
O 1.87136 0.90671 1.65630
H 2.38215 -1.88278 0.86693
H 2.97178 -1.85770 -0.66626
H 4.36346 -0.57765 0.59505
N 0.33858 -1.89221 2.54815
C 0.59031 -1.33574 3.53056
N 0.82820 -0.73315 4.69058
C 1.84988 0.33959 4.70623
C 3.23553 -0.25978 4.87912
O 3.29362 -1.06999 6.05254
C 2.38628 -2.14311 5.96826
C 0.95152 -1.64456 5.84066
H 1.60776 0.99027 5.54869
H 1.79840 0.87573 3.75692
H 3.97987 0.52532 4.97994
H 3.49483 -0.85057 3.99267
H 2.50114 -2.73845 6.87497
H 2.62628 -2.77662 5.10027
H 0.66655 -1.08483 6.73375
H 0.26024 -2.47732 5.70920
```

Mulliken population analysis, charges in e, atoms 1 to 5:
1 K 1.07
2 C -1.04
3 C -0.85
4 N 0.27
5 C -0.92

***

Computed, not measured: a cluster of 2 separate species, C3H9BO in total in a non-equilibrium geometry, with the ωB97M-V functional and the def2-TZVPD basis.

Summary:
HOMO-LUMO gap in eV: 9.0
SMILES: C=BC.CO
Total charge: 0
F_max in eV Å⁻¹: 5.3
Relative energy (zero: lowest compared OMol25 entry of this formula, charge and spin) in kJ/mol: 365.3

The geometry in XYZ format:
```
14
C3H9BO, DFT the ωB97M-V functional and the def2-TZVPD basis
C -2.60926 1.43174 -0.22494
B -1.95825 0.25098 -0.20393
C -1.16968 -1.01817 -0.02570
H -2.23201 2.43366 0.16466
H -3.66454 1.56530 -0.31060
H -0.14923 -0.76398 0.10478
H -1.41339 -1.59290 -0.88537
H -1.50174 -1.61401 0.80822
C 2.74554 0.06806 0.11762
O 1.71345 -0.08311 -0.84276
H 3.50334 0.87894 -0.23463
H 3.31996 -0.96608 -0.01107
H 2.35478 0.33750 1.03067
H 1.07902 0.60077 -0.76357
```

natural (NBO) population analysis, charges in e, atoms 1 to 5:
1 C -1.15
2 B 0.88
3 C -1.07
4 H 0.27
5 H 0.27

***

Computed, not measured: a structure of composition C32H39MnN5S in a non-equilibrium geometry, with the ωB97M-V functional and the def2-TZVPD basis.

Summary:
2S+1: 6
HOMO-LUMO gap (spin up / spin down) in eV: 1.8 / 6.2
Total charge: -2
F_max in eV Å⁻¹: 4.3

The geometry in XYZ format:
```
78
C32H39MnN5S, DFT the ωB97M-V functional and the def2-TZVPD basis
Mn 0.08991 -0.03516 0.13424
N -3.19542 0.85375 1.89904
N 0.65805 1.63626 1.93266
C 0.83183 -0.35830 -1.74816
C -0.02276 0.81535 -1.72517
C -1.34031 0.38702 -1.30403
C -2.58904 1.20433 -1.26744
H -2.37933 2.26008 -1.47778
H -3.06437 1.13539 -0.27650
H -3.31813 0.84700 -2.01094
C -1.31371 -1.03923 -1.11049
C -2.52363 -1.86562 -0.87177
H -3.06882 -2.04428 -1.81499
H -3.21419 -1.35795 -0.18324
H -2.27020 -2.84511 -0.45109
C 0.02238 -1.50305 -1.38758
C 0.44459 -2.91746 -1.54332
H -0.12370 -3.58611 -0.88768
H 1.51390 -3.03886 -1.32017
H 0.28445 -3.26470 -2.57941
C 0.33858 2.16868 -2.22294
H 0.13026 2.27487 -3.30269
H 1.40784 2.36917 -2.07874
H -0.23241 2.94935 -1.70275
C 2.21585 -0.42728 -2.28785
H 2.78846 -1.21115 -1.77578
H 2.74296 0.52228 -2.13445
H 2.23418 -0.65052 -3.36848
C -4.10190 0.57874 2.83768
H -5.13771 0.54835 2.50242
C -3.73890 0.33036 4.17553
H -4.54191 0.07040 4.88047
C -2.39251 0.43973 4.55700
H -2.09678 0.25092 5.59618
C -1.46911 0.81320 3.58186
H -0.42850 0.95065 3.83908
C -1.90998 0.97634 2.26077
C -1.05010 1.31356 1.12028
H -1.26405 2.25187 0.63221
C 1.43688 0.92951 1.07705
C 1.19244 2.85372 2.13948
H 0.64068 3.61524 2.65390
C 2.48063 2.83405 1.69221
H 3.28199 3.53528 1.86191
N 2.63143 1.61844 1.03098
C 3.80958 1.20706 0.35421
C 4.47756 2.11517 -0.46998
C 5.62468 1.68444 -1.14848
H 6.14423 2.39216 -1.81111
C 6.11319 0.38051 -1.01452
C 7.34355 -0.05740 -1.73269
H 7.26539 -1.10597 -2.02829
H 8.23240 0.03970 -1.09944
H 7.50511 0.54923 -2.62550
C 5.43557 -0.50080 -0.16292
H 5.80898 -1.52481 -0.03315
C 4.29060 -0.09733 0.53679
C 3.61270 -1.05428 1.46478
H 3.32183 -0.59407 2.41781
H 4.30216 -1.88288 1.68237
H 2.71135 -1.49605 1.00922
C 3.97731 3.51019 -0.70190
H 4.17915 4.17563 0.15164
H 2.90259 3.55700 -0.94133
H 4.51980 3.92794 -1.56213
C -2.68329 -2.74889 2.68442
N -1.55580 -3.55389 2.24277
C -1.50540 -4.94356 2.22485
C -0.26661 -5.29861 1.80466
N 0.42316 -4.11168 1.57218
C -0.37485 -3.03780 1.82495
S 0.05246 -1.34591 1.83237
H -2.51044 -2.36544 3.69817
H -2.81335 -1.89355 2.01006
H -3.58513 -3.37114 2.67574
H -2.35798 -5.52945 2.52113
H 0.18375 -6.26435 1.66938
H 1.38304 -4.01621 1.25367
```

Mulliken population analysis, charges in e, atoms 1 to 5:
1 Mn -0.77
2 N -0.29
3 N 0.08
4 C 0.52
5 C 2.22

***

Computed, not measured: a structure of composition C43H40N4O5PS2Se2Ta in a non-equilibrium geometry, with the ωB97M-V functional and the def2-TZVPD basis.

Summary:
HOMO-LUMO gap in eV: 6.7
Total charge: 0
F_max in eV Å⁻¹: 2.6
Relative energy (zero: lowest compared OMol25 entry of this formula, charge and spin) in kJ/mol: 182.2

The geometry in XYZ format:
```
98
C43H40N4O5PS2Se2Ta, DFT the ωB97M-V functional and the def2-TZVPD basis
Ta 0.66361 -0.27458 -0.08190
S 1.00631 1.68342 -1.55170
C 2.68501 2.14282 -1.37550
C 3.15591 3.23942 -2.09590
C 4.47351 3.63772 -1.99360
C 5.34801 2.93102 -1.17650
C 4.88651 1.85772 -0.44300
C 3.55381 1.45492 -0.51600
S 3.04391 0.09942 0.46320
H 2.46641 3.76612 -2.74030
H 4.82191 4.50072 -2.54270
H 6.38731 3.21562 -1.10100
H 5.54701 1.31132 0.21210
Se -1.87669 -2.10958 -0.28000
P -2.80579 -0.18678 -0.08620
Se -1.34199 1.30282 0.57400
C -4.26599 -0.04398 1.01740
C -4.31549 0.97972 1.95390
C -5.44849 1.16582 2.72460
C -6.54019 0.33002 2.55370
C -6.49129 -0.69428 1.62110
C -5.35639 -0.88598 0.85150
C -3.53039 0.35532 -1.67610
C -4.07959 1.63052 -1.70060
C -4.63689 2.11492 -2.86670
C -4.64009 1.32642 -4.00820
C -4.09199 0.05462 -3.98020
C -3.53679 -0.43928 -2.81120
H -3.46309 1.64632 2.04070
H -5.47729 1.97222 3.44360
H -7.43489 0.48332 3.13790
H -7.34599 -1.33898 1.48460
H -5.31339 -1.67358 0.11410
H -4.04589 2.22302 -0.79510
H -5.06409 3.10652 -2.88420
H -5.07409 1.70722 -4.92060
H -4.09569 -0.55598 -4.87100
H -3.11649 -1.43578 -2.77350
O 0.27401 -4.90148 4.18060
C -0.79279 -4.24958 4.60190
O -1.50879 -4.68848 5.46790
C -1.09839 -2.92838 3.97890
C -2.19729 -2.15298 4.31330
N -2.15019 -1.04668 3.55510
N -1.11029 -1.04018 2.74150
C -0.44479 -2.16738 2.97160
C 0.74971 -2.44728 2.14090
O 1.42221 -3.45808 2.29500
O 0.98491 -1.54958 1.25350
H 0.79041 -4.43638 3.46560
H -2.97899 -2.33588 5.02270
H -2.81029 -0.28108 3.51130
C 0.92761 4.37512 1.02570
N 1.39791 3.94002 2.31660
C 1.77041 4.99102 3.23220
C 2.69631 4.45162 4.31000
C 2.03221 3.24242 4.95110
N 1.63061 2.29132 3.94130
C 1.45821 0.92342 4.37030
C 1.32311 2.63572 2.66720
O 0.98331 1.76892 1.84610
H 1.71271 4.92672 0.50660
H 0.04751 5.01262 1.13960
H 0.65851 3.50832 0.42800
H 0.87541 5.43752 3.68690
H 2.27471 5.77282 2.65840
H 2.89121 5.21762 5.06100
H 3.64761 4.16022 3.86320
H 1.16041 3.56272 5.53970
H 2.72711 2.74272 5.63180
H 2.41141 0.49102 4.68500
H 1.06951 0.34882 3.53130
H 0.75091 0.87782 5.20450
C 3.87801 -2.76308 -6.22860
C 3.71231 -1.39568 -6.08550
C 3.21491 -0.88558 -4.90260
C 2.85601 -1.72808 -3.85030
C 3.03511 -3.09978 -4.00280
C 3.54441 -3.60898 -5.18340
C 2.31051 -1.09738 -2.64500
C 1.31311 -1.54298 -1.87540
C 0.61671 -2.78428 -2.20790
C -0.00639 -2.89788 -3.45180
C -0.74749 -4.01568 -3.77630
C -0.88289 -5.04468 -2.85620
C -0.24569 -4.95768 -1.62790
C 0.50921 -3.84328 -1.30270
H 4.27141 -3.16808 -7.14920
H 3.97831 -0.72738 -6.89210
H 3.07101 0.17812 -4.78570
H 2.78381 -3.76658 -3.19330
H 3.68811 -4.67448 -5.28990
H 2.77631 -0.13898 -2.43810
H 0.11301 -2.09528 -4.16500
H -1.21959 -4.07658 -4.74760
H -1.48999 -5.90628 -3.09490
H -0.34019 -5.75868 -0.90900
H 1.03331 -3.79578 -0.35570
```

Mulliken population analysis, charges in e, atoms 1 to 5:
1 Ta -0.50
2 S -0.35
3 C 0.43
4 C -1.01
5 C -0.61